Below is one molecule with the formula C10H12ClO5P, with properties calculated with wB97M-V/def2-TZVPD.

```
29
Properties=species:S:1:pos:R:3:forces:R:3
C -2.98620 0.26815 -0.28072 -0.2 -0.1 0.1
C -2.36047 -1.11271 -0.38578 -0.1 0.1 -0.3
Cl -2.13802 -1.79574 1.27149 0.1 0.0 0.2
C -1.04637 -1.19448 -1.18122 0.1 -0.1 -0.1
C -0.15035 0.00646 -1.05426 0.0 -0.1 0.1
C 0.92374 0.09278 -0.25288 -0.2 -0.2 -0.1
C 1.31547 -1.07273 0.63350 0.2 0.4 -0.1
P 2.57845 -0.85154 1.92525 0.2 -0.1 -0.2
O 3.96591 -0.97605 1.49996 -0.2 0.0 0.2
O 2.11822 -1.96249 3.00091 -0.2 -0.1 -0.1
O 2.22158 0.50733 2.68448 -0.1 0.2 0.0
C 1.74117 1.34237 -0.32276 0.0 0.0 0.0
O 2.91227 1.37073 -0.03711 0.0 -0.1 0.2
C 1.06094 2.56985 -0.81060 -0.1 0.2 -0.1
C 0.00329 2.48399 -1.60944 0.1 0.1 0.1
C -0.50112 1.14313 -1.96906 0.0 -0.1 0.1
O -1.17693 0.95792 -2.95720 -0.1 0.1 0.0
H -3.76452 0.26142 0.48248 0.0 0.0 -0.1
H -2.26214 1.03280 -0.00108 0.0 0.0 0.0
H -3.45963 0.52761 -1.22927 0.2 0.1 0.0
H -3.07597 -1.78155 -0.86167 0.0 -0.1 0.2
H -0.51523 -2.10511 -0.90573 -0.1 0.0 0.0
H -1.31296 -1.29262 -2.23543 0.0 0.1 0.0
H 1.68340 -1.89666 0.01509 0.0 0.0 0.0
H 0.39383 -1.38868 1.12594 0.1 -0.1 0.0
H 1.28757 -2.39271 2.76387 0.1 -0.1 0.1
H 1.49141 0.40444 3.30839 0.2 0.0 0.0
H 1.52881 3.51205 -0.55396 0.1 0.0 0.0
H -0.47617 3.34203 -2.06318 0.0 0.0 0.0
```
Positions in Å, forces in eV/Å.

SMILES   C[C@H](Cl)CC1=C(CP(=O)(O)O)C(=O)C=CC1=O

Below is a 2-piece molecular cluster, C10H12F3NO5Si overall, with properties calculated with wB97M-V/def2-TZVPD.

```
32
Properties=species:S:1:pos:R:3:forces:R:3
N -2.00372 -3.12622 3.97383 -0.3 0.1 -0.3
C -2.06322 -2.31472 2.74691 0.5 -0.2 0.2
C -1.37721 -3.03372 1.59843 -0.6 0.5 -0.1
Si -1.46504 -1.94978 0.04955 0.5 -0.1 -0.1
C 0.23269 -1.65682 -0.77195 -0.8 -0.2 0.1
O 1.34249 -2.32627 -0.12793 0.3 0.1 0.4
C 1.96886 -1.57301 0.78564 -0.2 0.0 -0.6
F 3.11961 -2.18994 1.12225 -0.3 0.4 -0.1
F 1.24207 -1.45543 1.93268 0.1 0.1 0.1
F 2.19729 -0.33799 0.34390 0.5 -0.4 0.6
H -2.19520 -2.52829 4.76427 0.0 0.0 0.2
H -1.04957 -3.43966 4.06299 0.2 -0.1 0.2
H -3.09514 -2.09890 2.50629 -0.4 0.0 0.0
H -1.56071 -1.36160 2.87951 0.1 0.4 0.1
H -0.36019 -3.24420 1.89276 0.4 -0.1 -0.1
H -1.89437 -3.96583 1.41785 -0.1 -0.4 -0.1
H -2.05064 -0.63066 0.37340 -0.1 -0.1 0.1
H -2.35344 -2.63331 -0.92294 -0.1 0.0 0.0
H 0.41493 -0.59605 -0.90058 0.3 0.3 -0.2
H 0.19048 -2.05855 -1.76962 0.2 -0.1 -0.4
C 1.50722 2.74847 -1.17616 0.1 -0.5 0.0
C 1.33194 4.09373 -0.83351 -0.1 0.5 0.0
C 0.62332 4.96049 -1.91604 -0.2 -0.1 -0.6
O 0.35195 6.15048 -1.69096 0.2 0.1 0.3
C 0.30652 4.34627 -3.16579 0.0 0.4 0.1
C 0.50022 3.00460 -3.50742 0.1 -0.4 0.0
C 1.11587 2.12161 -2.38713 0.2 0.3 0.7
O 1.26724 0.89436 -2.54482 -0.2 -0.4 -0.4
O 0.22111 2.46721 -4.60236 0.0 0.2 0.1
O 1.67967 4.63733 0.23484 0.0 -0.2 -0.1
H 1.98886 2.07784 -0.46853 0.0 0.2 0.1
H -0.13393 5.01857 -3.89934 0.0 -0.1 -0.1
```
Positions in Å, forces in eV/Å.

Charge   -2

Below is one molecule with the formula C10H12FN, with properties calculated with wB97M-V/def2-TZVPD.

```
24
Properties=species:S:1:pos:R:3:forces:R:3
C -1.82909 -0.50023 -1.27372 -2.5 1.8 -0.1
C -1.47098 -0.00111 0.10343 1.7 -0.3 0.5
C -2.64793 0.03962 1.04048 1.1 -2.8 3.0
N -0.44881 -0.87998 0.69107 -2.7 -3.5 0.8
C 0.83508 -0.57732 0.36137 0.1 0.9 -0.4
C 2.03734 -1.28389 0.51399 -1.2 -0.2 -0.1
C 3.19753 -0.68827 0.08205 -1.3 0.8 0.2
C 3.13883 0.58311 -0.44188 0.3 1.5 -0.2
C 1.96642 1.34018 -0.57811 -0.9 -3.7 1.7
C 0.78909 0.74754 -0.13593 1.4 -0.9 -0.9
C -0.60898 1.26656 -0.04948 -0.7 -0.8 -1.9
F -0.64666 2.01309 1.06668 -0.7 1.5 1.4
H -2.25402 -1.49831 -1.32559 -0.5 0.0 0.5
H -0.95394 -0.58616 -1.84998 1.1 0.5 -1.2
H -2.61045 0.30685 -1.63757 1.5 -1.8 -0.1
H -3.24668 -0.92253 0.93300 0.1 1.6 -0.4
H -3.16623 0.95370 1.09819 -1.1 0.9 -0.4
H -2.24333 -0.15917 2.12645 -0.5 0.8 -1.9
H -0.89839 -1.82473 0.62293 1.8 0.7 0.5
H 2.10264 -2.26834 0.95068 -0.4 -0.1 0.0
H 4.08888 -1.21946 0.24969 1.2 -0.3 -0.1
H 4.03884 1.11800 -0.61562 0.9 0.1 -0.5
H 1.86968 2.26327 -0.98508 0.5 2.8 -1.1
H -1.03882 1.77756 -0.94706 0.8 0.4 0.8
```
Positions in Å, forces in eV/Å.

SMILES   CC1(C)Nc2ccccc2[C@@H]1F

| no. | HOMO (eV) | frontier orbital gap (Eh) | M (g/mol) |
| --- | --- | --- | --- |
| 1 | -10.18 | 0.3214 | 278.63 |
| 2 | 0.21 | 0.1553 | 311.29 |
| 3 | -7.70 | 0.3139 | 165.21 |